Entry from OMol25: a single C4H5N3 molecule (ωB97M-V with the def2-TZVPD basis set).

The energy above the lowest of the compared OMol25 structures with the same formula, charge and spin comes out at 81.7 kcal per mole. The value obtained for the HOMO energy is -8.187 eV. The spin multiplicity is 1. For the HOMO-LUMO gap, the calculation gives 8.064 eV. Its net charge is 0. Its total energy is -319.5819 Eh.

Geometry as XYZ:
```
12
Properties=species:S:1:pos:R:3:forces:R:3:mulliken_charge:R:1
C 1.204398 0.904623 0.550764 -0.1 0.2 0.0 -0.836
N 0.596033 -0.081161 -0.383268 -0.5 0.2 -0.3 -0.111
C -0.886132 -0.345771 -0.300617 -0.5 -0.5 0.6 -0.259
C -1.297047 -1.260212 -1.281921 -0.5 -0.6 -0.5 0.177
N -1.607538 -2.018530 -2.112817 0.4 0.7 0.7 -0.491
C -1.505758 -0.141766 0.921671 -0.5 0.0 1.2 0.245
N -1.989540 0.068340 1.959983 0.3 -0.1 -0.7 -0.491
H 0.915492 1.895614 0.206660 0.0 0.0 0.2 0.303
H 2.294098 0.812980 0.527466 -0.3 -0.1 -0.1 0.332
H 0.836075 0.747501 1.566449 0.0 -0.1 -0.2 0.337
H 1.155692 -0.951161 -0.416055 -0.4 0.6 -0.4 0.336
H 0.340293 0.378965 -1.261190 2.0 -0.2 -0.5 0.458
```
Forces are in eV/Å.


Entry from OMol25: 2 unconnected molecules or ions with the total composition C6H12O (ωB97M-V with the def2-TZVPD basis set).

The energy above the lowest of the compared OMol25 structures with the same formula, charge and spin comes out at 43.2 kcal per mole. As for the SMILES: CCC1=COCC1.[H][H]. The value obtained for the HOMO energy is -8.157 eV. The spin multiplicity is 1. For the HOMO-LUMO gap, the calculation gives 9.234 eV. Its net charge is 0. Its total energy is -310.9904 Eh.

Geometry as XYZ:
```
19
Properties=species:S:1:pos:R:3:forces:R:3:mulliken_charge:R:1
C -0.244097 1.409949 -0.512636 0.0 0.0 -0.1 -0.526
C -0.339532 -0.025902 -0.099412 -0.2 -0.1 0.1 0.198
C 0.783532 -0.808791 0.549776 0.1 0.0 0.0 -0.418
C 0.143302 -2.203359 0.663612 0.2 -0.1 0.0 -0.362
O -1.274741 -2.024447 0.494169 -0.1 -0.1 0.0 -0.438
C -1.433395 -0.784243 -0.051710 0.0 0.3 -0.1 -0.411
C -0.155120 2.334117 0.707069 0.0 0.1 0.1 -1.152
H 1.478346 -0.667632 -2.734148 -0.1 0.0 0.0 0.205
H -1.120452 1.676278 -1.116727 0.1 -0.1 0.1 0.326
H 0.634173 1.561558 -1.155780 -0.1 0.0 0.1 0.274
H 0.830018 -0.827685 -2.403496 0.1 0.0 -0.1 -0.215
H 1.052074 -0.385612 1.527788 -0.1 -0.1 -0.1 0.298
H 1.696887 -0.833210 -0.056920 -0.2 0.0 0.1 0.283
H 0.309163 -2.697514 1.623727 0.0 0.1 -0.1 0.286
H 0.489922 -2.862296 -0.142270 0.0 0.1 0.1 0.242
H -2.446516 -0.550881 -0.361715 0.2 0.0 0.0 0.430
H 0.748296 2.126650 1.291697 -0.1 0.1 -0.1 0.298
H -0.133078 3.389116 0.415289 0.0 -0.1 0.0 0.372
H -1.018781 2.173903 1.361689 0.1 0.1 -0.1 0.308
```
Forces are in eV/Å.


Entry from OMol25: a molecular structure, C8H16Ag3BBr8F4 (ωB97M-V with the def2-TZVPD basis set).

The energy above the lowest of the compared OMol25 structures with the same formula, charge and spin comes out at 82.7 kcal per mole. The value obtained for the HOMO energy is -13.848 eV. The spin multiplicity is 1. For the HOMO-LUMO gap, the calculation gives 3.990 eV. Its net charge is +2. Its total energy is -21771.1962 Eh.

Geometry as XYZ:
```
40
Properties=species:S:1:pos:R:3:forces:R:3:mulliken_charge:R:1
Ag 0.710741 0.918991 -4.051405 1.5 0.0 -1.2 0.813
Ag -1.413976 3.563279 -1.862840 0.1 0.9 0.7 0.760
Ag -2.624006 0.715628 -3.823395 -0.8 -0.7 0.5 0.609
B -0.484293 0.767899 -1.456751 -0.2 -2.5 4.4 1.278
F -0.653142 0.085712 -2.627613 -2.5 -2.6 -2.4 -0.484
F -1.625579 1.517358 -1.124961 -0.5 -0.2 -1.0 -0.289
F -0.204448 -0.135454 -0.441385 -0.5 0.6 -0.6 -0.349
F 0.567665 1.499055 -1.783602 2.4 3.5 -0.3 -0.508
Br -0.078686 -4.177799 0.465769 0.4 0.0 -1.1 -0.199
C 1.060255 -4.155759 -1.225961 -1.2 2.6 0.7 -0.720
C 0.654086 -2.880764 -2.073638 0.2 -2.2 -0.3 -0.205
Br 1.581806 -3.323077 -3.818122 -0.3 1.0 0.5 -0.161
H 0.890371 -5.067242 -1.799065 0.3 0.1 0.5 0.508
H 2.031890 -3.913796 -0.795291 0.1 -0.9 -0.4 0.406
H 0.934363 -1.913764 -1.655980 0.3 -0.4 -0.1 0.121
H -0.391697 -2.888501 -2.380843 0.1 0.0 0.3 0.261
Br 2.694573 1.054265 0.018852 0.9 0.5 0.8 -0.123
C 4.144793 1.953668 1.011624 2.3 0.3 0.2 -0.704
C 5.569885 1.365077 0.630875 -2.2 -0.5 0.4 -0.586
Br 6.988030 2.332134 1.490546 -0.2 0.2 -0.3 -0.108
H 4.023355 1.924362 2.094444 -0.5 -0.6 -0.1 0.410
H 4.199267 3.022568 0.805274 -0.6 -0.1 -0.6 0.404
H 5.602988 1.345691 -0.458454 0.7 0.1 0.2 0.375
H 5.634985 0.361688 1.051672 0.0 0.0 -0.4 0.344
Br -3.788974 -1.519830 -2.432216 -0.2 -0.1 0.6 -0.170
C -3.739658 -2.155385 -0.476820 -0.4 -1.6 0.9 -0.252
C -3.823465 -1.129861 0.585917 -0.2 2.1 -1.4 -0.231
Br -5.736862 -0.509882 1.001809 2.1 -0.7 -0.3 -0.111
H -2.809442 -2.714282 -0.374643 0.1 0.1 -0.5 0.091
H -4.572490 -2.842249 -0.326099 -0.1 -0.2 -1.1 0.491
H -3.323101 -0.339029 0.027051 -0.3 1.1 0.9 -0.122
H -3.150749 -1.315385 1.423254 -0.8 -0.4 0.3 0.430
Br -2.126126 3.027892 1.261236 -0.6 0.1 0.2 -0.211
C -1.907414 2.149914 3.042956 0.5 1.3 0.0 -0.403
C -0.402496 2.203953 3.348359 0.1 -0.5 -0.7 -0.476
Br 0.571457 3.961165 3.228379 -1.0 -1.1 0.4 -0.113
H -2.363245 1.161352 2.987498 0.6 -0.1 -0.3 0.273
H -2.569834 2.735865 3.680099 0.4 0.2 0.0 0.363
H 0.106774 1.645924 2.562646 -0.1 0.0 0.0 0.150
H -0.177600 1.668620 4.270825 0.0 0.6 0.3 0.437
```
Forces are in eV/Å.


Entry from OMol25: a molecular structure, C58H42AsIN3PSTc (ωB97M-V with the def2-TZVPD basis set).

The energy above the lowest of the compared OMol25 structures with the same formula, charge and spin comes out at 0.0 kcal per mole. The value obtained for the HOMO energy (spin up / spin down) is -12.183 / -12.583 eV. The spin multiplicity is 4. For the HOMO-LUMO gap (spin up / spin down), the calculation gives 5.578 / 5.941 eV. Its net charge is +2. Its total energy is -5752.9058 Eh.

Geometry as XYZ:
```
108
Properties=species:S:1:pos:R:3:forces:R:3:mulliken_charge:R:1
Tc -0.290725 -0.242737 0.163911 1.1 -0.8 0.2 0.523
C 1.965982 2.164636 -2.518708 -0.4 0.0 0.0 -1.691
C 0.730086 1.658211 -1.862186 0.7 0.3 0.1 -1.382
N 1.025663 0.428115 -1.156132 -0.7 -0.6 0.0 1.094
C 1.755478 -0.463622 -1.852520 0.0 0.2 -0.7 0.106
C 2.549117 -0.133401 -2.993665 0.7 0.8 -0.8 0.110
C 2.446431 1.272261 -3.589790 0.3 0.1 0.2 0.055
C 3.256302 -1.098117 -3.661542 -0.2 -0.4 0.5 -0.692
C 3.009757 -2.453526 -3.342207 -0.1 -0.4 0.1 -1.239
C 2.096038 -2.820233 -2.378554 0.1 0.0 0.0 -0.673
C 1.472288 -1.824695 -1.592276 -0.6 -0.2 1.2 -0.401
N 0.511996 -1.940500 -0.597956 1.1 0.2 -0.7 1.545
C 0.317111 -3.125084 0.130473 -0.4 -0.2 0.2 0.114
C 1.031220 -4.305304 0.100131 0.6 0.8 -0.9 -0.892
C 0.705777 -5.376557 0.925449 0.1 -0.7 0.0 -1.238
C -0.347362 -5.325106 1.780471 0.3 0.0 0.2 -0.997
C -1.073197 -4.130599 1.884672 -0.4 0.1 0.1 1.303
C -2.187356 -4.003970 2.743728 0.0 -0.1 -0.2 -1.094
C -2.868722 -2.826720 2.783521 -0.1 0.0 0.1 -1.473
C -2.401342 -1.746704 2.019513 -0.5 0.2 0.1 -0.288
N -1.372917 -1.827559 1.200419 -0.7 0.3 0.1 1.188
C -0.729072 -3.037564 1.077408 -0.2 0.3 0.2 -0.026
H 2.464616 3.057404 -2.188635 0.0 0.1 0.0 0.203
H 0.348683 2.399543 -1.140110 0.0 -0.2 -0.3 0.872
H 3.414595 1.605034 -3.955167 0.1 -0.1 -0.1 0.953
H 3.922059 -0.884574 -4.499227 -0.3 0.2 0.2 0.515
H 3.501873 -3.239884 -3.919662 -0.2 0.3 0.2 0.462
H 1.826521 -3.857017 -2.259482 0.1 0.1 -0.2 0.781
H 1.879525 -4.394388 -0.574189 -0.2 -0.1 0.4 0.387
H 1.285540 -6.286584 0.848792 0.1 0.0 0.0 0.448
H -0.589540 -6.162459 2.410921 -0.1 -0.2 0.1 0.515
H -2.497342 -4.870670 3.312049 -0.1 0.0 0.1 0.503
H -3.766812 -2.705944 3.372190 0.1 0.0 0.1 0.583
H -2.928314 -0.789840 2.119746 0.4 -0.3 -0.2 0.407
I -1.431476 1.773996 1.703952 0.2 -0.3 0.0 0.373
C -2.389948 3.335145 0.704428 0.2 -0.2 -0.1 0.468
C -2.524707 4.380026 1.574336 0.2 -0.5 0.2 -0.948
C -3.206657 5.531649 1.203678 0.0 0.6 0.5 -1.025
C -3.721877 5.615394 -0.035767 -0.2 0.2 -0.5 -0.831
C -3.586322 4.540050 -0.940912 -0.3 0.1 -1.2 1.418
C -4.161230 4.706075 -2.232760 0.0 -0.6 0.2 -0.882
C -4.154337 3.684090 -3.147126 -0.1 0.4 0.2 -1.102
C -3.472823 2.504498 -2.830481 0.2 -0.4 0.7 -0.441
C -2.804560 2.314609 -1.621142 -0.3 -0.1 -0.2 0.844
P -1.778981 0.768172 -1.590759 0.1 0.1 -0.3 1.095
C -2.899405 -0.477920 -2.267307 -0.7 -0.2 -0.2 1.233
C -3.678694 -1.145766 -1.311023 0.6 0.2 -0.1 -0.947
C -4.649608 -2.067120 -1.677607 -0.1 0.4 0.8 -0.671
C -4.881989 -2.306920 -3.011144 -0.3 -0.6 -0.3 -0.780
C -4.098208 -1.681915 -3.967699 -0.3 0.1 -0.5 -0.992
C -3.138301 -0.750731 -3.621256 0.0 -0.1 0.3 -0.089
C -0.442618 1.228938 -2.853826 -0.2 0.2 0.5 2.887
C -0.486670 2.429588 -3.759933 -0.6 0.1 -0.3 -1.090
C 0.459398 2.470730 -4.685335 0.0 0.3 -0.2 -1.087
C 1.411889 1.304505 -4.830983 -0.3 -0.1 0.3 0.125
C 0.580225 0.051885 -4.744048 0.2 0.0 0.1 -2.071
C -0.212713 -0.019061 -3.690351 -0.1 -0.1 0.2 -1.413
C -2.900207 3.331367 -0.627507 0.2 0.3 0.6 0.109
H -2.114304 4.307518 2.574792 0.0 0.0 0.0 0.434
H -3.312652 6.336235 1.912536 0.0 0.1 0.1 0.442
H -4.225040 6.517553 -0.374607 0.0 -0.2 0.1 0.405
H -4.661534 5.638713 -2.437886 -0.1 0.1 -0.1 0.431
H -4.674549 3.774727 -4.097695 0.2 0.0 0.2 0.447
H -3.493264 1.694132 -3.544260 0.1 0.0 -0.1 0.295
H -3.485760 -0.919468 -0.268235 -0.2 -0.1 0.0 0.099
H -5.248681 -2.538548 -0.897435 0.1 0.0 -0.3 0.451
H -5.680351 -2.996709 -3.294603 0.3 0.2 0.0 0.404
H -4.278314 -1.869928 -5.020249 0.0 -0.1 0.1 0.453
H -2.581077 -0.272520 -4.412789 0.0 0.1 0.0 0.410
H -1.190777 3.246669 -3.641365 0.1 -0.1 0.2 0.398
H 0.539426 3.346450 -5.315878 0.2 -0.1 -0.1 0.452
H 1.970191 1.374643 -5.747579 0.2 0.0 -0.3 0.844
H 0.726894 -0.791579 -5.406649 0.1 0.0 0.0 0.371
H -0.732214 -0.931313 -3.422017 0.1 0.1 -0.1 1.030
S 3.720622 -2.175466 0.445544 -0.1 0.2 0.0 -0.037
C 3.295478 -2.608138 2.039973 0.0 -0.1 0.1 0.849
C 3.885596 -3.767998 2.588566 -0.2 -0.1 -0.1 -0.622
C 3.644141 -4.139247 3.897902 0.6 -0.8 -0.4 -0.823
C 2.819644 -3.364271 4.670314 -0.4 0.0 0.8 -0.696
C 2.217131 -2.223480 4.167367 -0.4 0.8 -0.6 -0.706
C 2.421410 -1.826256 2.845333 0.4 -0.4 0.3 -0.336
As 1.552860 -0.249643 2.104991 -0.5 -0.4 -0.2 2.411
C 0.747717 0.474128 3.698385 0.1 0.0 0.0 -0.284
C -0.328190 -0.217980 4.245456 -0.2 -0.5 -0.4 0.056
C -1.001436 0.263232 5.344386 0.0 0.4 0.5 -0.976
C -0.613240 1.483809 5.893868 -0.2 0.0 0.2 -0.801
C 0.455327 2.181129 5.351787 0.0 0.1 -0.1 -0.787
C 1.159241 1.668270 4.265167 -0.4 -0.1 0.3 -0.928
C 2.910045 1.023389 1.695269 0.2 -0.1 0.4 0.227
C 2.535531 2.205446 1.076757 -0.1 -0.1 -0.3 -0.134
C 3.503161 3.129242 0.730965 0.0 0.5 -0.3 -0.564
C 4.830537 2.898284 1.046340 0.0 -0.2 0.2 -0.893
C 5.190720 1.736322 1.720659 0.1 0.3 -0.2 -0.780
C 4.234889 0.793846 2.052239 0.0 -0.1 0.0 -0.684
H 4.482564 -4.381216 1.924209 0.1 0.1 0.1 0.538
H 4.100748 -5.043603 4.315011 -0.2 0.4 -0.2 0.391
H 2.614737 -3.666532 5.691523 0.0 0.1 0.0 0.450
H 1.575597 -1.626663 4.811679 0.2 -0.2 -0.1 0.476
H -0.648269 -1.161836 3.803391 0.1 0.1 0.1 0.680
H -1.813003 -0.297816 5.792077 0.0 0.0 -0.1 0.490
H -1.156757 1.885187 6.748638 0.2 -0.1 -0.2 0.423
H 0.741635 3.149841 5.738158 0.0 -0.1 0.2 0.442
H 1.990548 2.214053 3.867262 0.3 0.2 -0.2 0.511
H 1.500028 2.397196 0.811469 0.1 -0.1 0.1 0.094
H 3.232832 4.024076 0.169832 0.0 -0.1 0.3 0.522
H 5.580920 3.625808 0.789178 0.1 0.1 -0.1 0.439
H 6.230010 1.563468 1.949611 0.1 0.0 0.1 0.450
H 4.535067 -0.116236 2.569768 -0.1 0.2 -0.1 0.468
```
Forces are in eV/Å.


Entry from OMol25: a single C4H5FO2 molecule (ωB97M-V with the def2-TZVPD basis set).

The energy above the lowest of the compared OMol25 structures with the same formula, charge and spin comes out at 37.0 kcal per mole. As for the SMILES: FCC1OC=CO1. The value obtained for the HOMO energy is -8.389 eV. The spin multiplicity is 1. For the HOMO-LUMO gap, the calculation gives 9.407 eV. Its net charge is 0. Its total energy is -405.7082 Eh.

Geometry as XYZ:
```
12
Properties=species:S:1:pos:R:3:forces:R:3:mulliken_charge:R:1
C 1.491874 -0.390599 -0.304978 -0.9 -0.4 -0.2 -0.344
C 0.376036 -0.153076 0.695916 0.3 0.3 -0.1 0.267
C -1.645764 -0.261268 -0.204502 -0.6 -0.4 -0.5 -0.186
C -1.293349 1.008529 -0.151313 -0.7 0.8 -0.3 -0.207
H 1.129289 -0.182345 -1.323539 0.1 0.1 0.3 0.217
H 1.779804 -1.433788 -0.237762 0.3 -0.2 0.0 0.285
H 0.727392 -0.280221 1.720164 0.0 0.0 0.0 0.303
H -2.502368 -0.785486 -0.644220 0.6 0.5 0.3 0.348
H -1.790454 1.910006 -0.506185 0.2 -0.5 0.1 0.354
O -0.693621 -1.041898 0.418968 0.1 -0.2 0.2 -0.383
O -0.114116 1.183549 0.532795 0.0 -0.4 0.2 -0.375
F 2.535274 0.426602 0.004655 0.6 0.3 0.0 -0.279
```
Forces are in eV/Å.